1.
{
  "formula": "C13H18Cl2N2O2PSY",
  "method": "ωB97M-V with the def2-TZVPD basis set",
  "symbols": ["Y", "Cl", "Cl", "S", "P", "O", "O", "N", "N", "C", "C", "C", "C", "C", "C", "C", "C", "C", "C", "C", "C", "C", "H", "H", "H", "H", "H", "H", "H", "H", "H", "H", "H", "H", "H", "H", "H", "H", "H", "H"],
  "positions_angstrom": [[1.04, -1.57, -0.85], [2.51, 0.46, -0.48], [3.19, -2.80, -0.91], [1.06, -2.38, 3.81], [-0.15, 1.33, -1.96], [-2.11, -0.27, 0.53], [-2.79, -1.90, -1.85], [0.92, -3.30, 1.13], [0.75, -1.00, 1.62], [0.86, -0.63, 3.93], [-1.11, -3.04, -3.13], [0.93, -2.22, 2.08], [-0.21, 1.22, -3.80], [0.65, -0.06, 2.65], [-1.26, -0.63, -0.16], [0.15, 2.07, 3.66], [-1.77, 2.09, -1.66], [0.42, 1.52, 4.92], [-1.63, -2.12, -2.07], [0.27, 1.28, 2.51], [0.86, 2.88, -1.80], [0.77, 0.17, 5.07], [-0.23, 2.24, -4.22], [-0.33, -2.56, -3.76], [0.95, -0.29, 6.05], [0.70, 3.54, -2.67], [-0.63, -3.92, -2.65], [-1.80, 2.47, -0.63], [-1.10, 0.66, -4.11], [-1.94, 2.94, -2.35], [0.35, 2.15, 5.81], [-1.93, -3.41, -3.79], [0.21, -3.97, 1.42], [0.70, 0.70, -4.13], [-2.57, 1.35, -1.80], [0.56, 3.41, -0.88], [0.11, 1.66, 1.50], [1.82, -3.79, 1.12], [-0.16, 3.11, 3.57], [1.92, 2.60, -1.72]],
  "mulliken_charge": [0.985, -0.215, -0.449, -0.132, 1.001, -0.129, -0.288, -0.541, 0.128, 0.578, -1.283, 0.365, -1.286, -0.275, 0.287, -0.773, -1.318, -0.544, 0.611, -0.016, -1.244, -0.427, 0.441, 0.343, 0.411, 0.448, 0.447, 0.399, 0.387, 0.426, 0.398, 0.334, 0.328, 0.399, 0.410, 0.389, 0.275, 0.319, 0.404, 0.409],
  "total_charge": 2,
  "gap_ev": [6.05, 3.72],
  "total_energy_ha": -2463.88135,
  "e_above_lowest_ev": 1.078,
  "homo_ev": [-14.7624, -14.7449],
  "e_lumo_ev": [-8.7, -11.0]
}

2.
{
  "formula": "C9H21FNOPS",
  "method": "ωB97M-V with the def2-TZVPD basis set",
  "symbols": ["S", "P", "F", "O", "N", "C", "C", "C", "C", "C", "C", "C", "C", "C", "H", "H", "H", "H", "H", "H", "H", "H", "H", "H", "H", "H", "H", "H", "H", "H", "H", "H", "H", "H", "H"],
  "positions_angstrom": [[2.38, -0.15, -0.65], [-0.52, -0.80, 0.51], [-2.92, 0.20, -0.31], [-1.92, 3.13, -0.29], [-0.69, 1.73, -1.67], [4.83, 1.05, -0.38], [-3.44, -2.17, -1.48], [-2.96, -2.19, -0.02], [-0.08, 2.07, 0.77], [1.38, -1.12, 0.52], [-0.40, 0.76, 1.51], [3.80, 0.25, 0.40], [-0.96, 2.38, -0.43], [-2.43, -0.84, 0.48], [-2.19, -2.96, 0.07], [-0.28, 2.90, 1.45], [-2.77, -0.68, 1.51], [1.75, -0.95, 1.53], [-1.32, 0.93, 2.07], [-2.97, -1.39, -2.07], [-0.07, 2.31, -2.22], [-4.52, -2.10, -1.55], [-3.78, -2.52, 0.61], [-0.61, -2.03, 1.25], [0.38, 0.59, 2.24], [4.50, 2.06, -0.59], [0.98, 2.12, 0.51], [4.24, -0.68, 0.75], [5.12, 0.53, -1.29], [-3.16, -3.11, -1.96], [1.54, -2.18, 0.31], [-0.52, -0.76, -0.92], [5.73, 1.14, 0.23], [-1.58, 1.67, -2.15], [3.44, 0.80, 1.27]],
  "mulliken_charge": [-0.161, 0.496, -0.353, -0.568, -0.347, -1.256, -1.103, -0.556, -0.335, -1.224, -1.127, -0.357, 0.202, -0.221, 0.275, 0.375, 0.433, 0.469, 0.529, 0.284, 0.257, 0.309, 0.415, -0.071, 0.604, 0.315, 0.181, 0.360, 0.331, 0.345, 0.565, -0.023, 0.373, 0.266, 0.318],
  "gap_ev": 8.67,
  "smiles": "CCSC[PH2](CCC(N)=O)[C@@H](F)CC",
  "total_energy_ha": -1324.83397,
  "homo_ev": -7.9034,
  "e_lumo_ev": 0.8
}

3.
{
  "formula": "C21H37FI2N5O4",
  "method": "ωB97M-V with the def2-TZVPD basis set",
  "symbols": ["I", "I", "F", "O", "O", "O", "O", "N", "N", "N", "N", "N", "C", "C", "C", "C", "C", "C", "C", "C", "C", "C", "C", "C", "C", "C", "C", "C", "C", "C", "C", "C", "C", "H", "H", "H", "H", "H", "H", "H", "H", "H", "H", "H", "H", "H", "H", "H", "H", "H", "H", "H", "H", "H", "H", "H", "H", "H", "H", "H", "H", "H", "H", "H", "H", "H", "H", "H", "H", "H"],
  "positions_angstrom": [[-1.54, -0.75, -5.25], [-5.36, 2.41, 3.09], [0.39, -3.43, -0.37], [2.90, 0.57, 3.14], [-0.61, -0.88, 3.62], [1.30, 3.35, -4.13], [1.96, -2.31, 0.68], [4.94, 0.15, 3.97], [-2.91, -0.37, 1.60], [-4.51, -1.33, -1.36], [2.62, 3.59, -5.92], [-3.87, -0.67, 0.76], [4.01, 0.08, 2.98], [0.29, -0.94, -0.26], [-2.53, -0.68, -3.35], [4.39, -0.62, 1.70], [3.27, 3.19, -7.16], [-2.13, -1.14, -0.85], [6.30, -0.37, 3.96], [-3.49, -1.04, -0.42], [0.95, -2.28, 0.04], [-2.61, 2.19, 4.31], [-1.80, -1.54, -2.26], [1.76, 2.87, -5.16], [-0.58, -0.05, 2.48], [-1.38, -3.19, 3.09], [-2.77, 0.79, -2.92], [-1.62, -0.43, 1.40], [-3.37, 0.11, 2.93], [-1.17, -0.85, 0.11], [-0.19, -2.21, 3.36], [1.39, 1.48, -5.63], [-3.30, 1.67, 3.03], [5.23, -0.12, 1.22], [-3.51, -1.12, -3.50], [6.53, -0.87, 3.03], [2.82, 4.50, -5.55], [-2.87, 2.04, 2.09], [0.69, 1.05, -4.92], [4.61, 0.63, 4.79], [0.40, -0.77, -1.34], [0.91, 1.53, -6.60], [0.44, 0.00, 2.10], [-0.84, 0.96, 2.82], [-5.38, -1.00, -0.94], [0.90, -0.16, 0.21], [-2.86, -0.41, 3.75], [6.99, 0.45, 4.12], [-1.41, -4.00, 3.81], [0.60, -2.29, 2.61], [-3.13, 3.10, 4.62], [2.99, 3.90, -7.95], [-4.43, -0.16, 3.02], [-1.59, 2.53, 4.04], [-2.67, 1.47, -3.77], [-0.74, -1.50, -2.50], [-4.64, -2.34, -1.40], [2.98, 2.19, -7.46], [4.35, 3.23, -7.03], [-1.29, -3.54, 2.05], [2.28, 0.85, -5.68], [0.26, -2.56, 4.30], [-3.79, 0.94, -2.55], [3.54, -0.58, 1.03], [4.64, -1.66, 1.90], [-2.14, -2.58, -2.43], [6.40, -1.08, 4.78], [-2.32, -2.62, 3.16], [-2.59, 1.47, 5.13], [-2.09, 1.15, -2.15]],
  "mulliken_charge": [0.148, 0.122, -0.294, -0.643, -0.423, -0.674, -0.386, -0.192, 1.178, -0.311, -0.172, -1.397, 0.788, -1.498, -0.227, -0.918, -0.786, 0.265, -0.855, 0.215, 0.369, -1.066, -1.382, 0.703, -0.767, -0.937, -1.106, 0.114, -1.181, 1.612, 0.181, -0.659, -0.373, 0.426, 0.497, 0.328, 0.229, 0.534, -0.286, 0.248, 0.745, 0.388, 0.297, -0.050, 0.326, 0.469, 0.331, 0.296, 0.360, -0.228, 0.450, 0.277, 0.706, 0.339, 0.432, 0.512, 0.302, 0.312, 0.278, 0.249, 0.368, 0.543, 0.305, -0.116, 0.376, 0.311, 0.287, 0.178, 0.272, 0.259],
  "total_charge": 1,
  "gap_ev": 6.89,
  "total_energy_ha": -2092.13707,
  "homo_ev": -11.1671,
  "e_lumo_ev": -4.3
}

4.
{
  "formula": "C3H5N",
  "method": "ωB97M-V with the def2-TZVPD basis set",
  "symbols": ["N", "C", "C", "C", "H", "H", "H", "H", "H"],
  "positions_angstrom": [[1.04, -0.32, -0.98], [-0.85, 0.71, 0.31], [0.72, -1.04, 0.09], [0.04, 0.57, -0.76], [0.86, -0.71, 1.24], [0.65, -2.12, -0.05], [-1.05, -0.13, 1.09], [-0.05, 1.31, -1.56], [-1.35, 1.73, 0.62]],
  "mulliken_charge": [-0.469, -0.754, -0.298, 0.091, 0.325, 0.286, 0.241, 0.371, 0.207],
  "gap_ev": 7.90,
  "total_energy_ha": -171.89226,
  "e_above_lowest_ev": 4.431,
  "homo_ev": -8.3689,
  "e_lumo_ev": -0.5
}

5.
{
  "formula": "C23H19ClIrN6O4S2",
  "method": "ωB97M-V with the def2-TZVPD basis set",
  "symbols": ["Ir", "Cl", "S", "S", "O", "O", "O", "O", "N", "N", "N", "N", "N", "N", "C", "C", "C", "C", "C", "C", "C", "C", "C", "C", "C", "C", "C", "C", "C", "C", "C", "C", "C", "C", "C", "C", "C", "H", "H", "H", "H", "H", "H", "H", "H", "H", "H", "H", "H", "H", "H", "H", "H", "H", "H", "H"],
  "positions_angstrom": [[0.52, 0.38, 0.53], [1.34, -0.82, -2.07], [0.31, -0.60, 2.78], [-1.87, -2.77, 2.40], [0.84, -1.59, -3.14], [1.21, -1.56, -0.82], [0.52, 0.42, -1.86], [2.70, -0.42, -2.26], [-1.08, -1.02, 0.71], [-2.09, 3.30, -0.72], [1.42, 2.61, 0.09], [4.62, 0.84, -0.39], [2.75, 0.36, 0.69], [-1.09, 1.83, 0.59], [3.50, -1.93, 1.51], [0.42, 3.25, -0.75], [-0.88, -1.44, 1.92], [-3.11, 2.58, -0.10], [-2.47, 1.67, 0.74], [-4.59, 0.88, 1.44], [5.72, -2.52, 0.74], [-3.57, -3.61, 0.29], [4.56, -2.81, 1.46], [5.87, -1.32, 0.06], [-5.22, 1.76, 0.54], [-3.44, -2.37, -1.79], [-4.49, 2.65, -0.22], [-3.98, -3.40, -1.01], [-3.22, 0.83, 1.56], [4.80, -0.44, 0.13], [2.77, 2.54, -0.46], [-2.46, -1.54, -1.28], [3.63, -0.73, 0.82], [-2.04, -1.74, 0.02], [-2.60, -2.76, 0.80], [-0.92, 2.80, -0.28], [3.38, 1.24, -0.05], [-3.79, -2.24, -2.80], [1.42, 3.02, 1.02], [4.49, -3.75, 1.99], [5.22, 1.31, -1.04], [0.55, 2.91, -1.78], [-5.20, 0.23, 2.05], [-6.30, 1.75, 0.46], [2.73, 2.58, -1.55], [3.39, 3.37, -0.11], [2.60, -2.16, 2.06], [-3.98, -4.41, 0.89], [-4.97, 3.37, -0.87], [-4.72, -4.06, -1.45], [0.50, 4.34, -0.74], [6.76, -1.09, -0.50], [-2.01, -0.75, -1.88], [6.53, -3.23, 0.72], [-2.75, 0.18, 2.29], [-2.20, 4.05, -1.37]],
  "mulliken_charge": [1.253, 1.777, -0.354, -0.198, -0.638, -0.595, -0.686, -0.641, 0.052, -0.031, -0.362, 0.063, -0.369, -0.160, -0.443, -0.858, 0.447, 0.730, 0.391, -0.787, -0.473, -0.550, -0.805, -1.138, -0.556, -0.981, -1.001, -0.546, -0.475, 0.756, -0.812, -0.174, 0.868, -0.477, 0.902, 0.192, 0.055, 0.436, 0.231, 0.417, 0.264, 0.309, 0.447, 0.420, 0.388, 0.488, 0.284, 0.426, 0.412, 0.417, 0.647, 0.402, 0.467, 0.394, 0.525, 0.250],
  "total_charge": 1,
  "gap_ev": 7.27,
  "total_energy_ha": -2877.85423,
  "e_above_lowest_ev": 0.629,
  "homo_ev": -10.9891,
  "e_lumo_ev": -3.7
}

6.
{
  "formula": "C3H3N5O",
  "method": "ωB97M-V with the def2-TZVPD basis set",
  "symbols": ["O", "N", "N", "N", "N", "N", "C", "C", "C", "H", "H", "H"],
  "positions_angstrom": [[0.51, 2.11, -1.83], [-1.22, -0.77, -1.08], [-0.88, 0.22, -1.80], [-0.61, -0.55, 0.08], [1.11, 0.37, 1.17], [-0.33, -1.35, 1.19], [0.11, 0.98, -1.25], [0.69, -0.65, 1.79], [0.37, 0.43, 0.06], [1.12, -1.06, 2.71], [-1.08, -1.78, 1.68], [0.21, 2.04, -2.73]],
  "mulliken_charge": [-0.482, -0.646, -0.250, 0.708, -0.576, -0.313, 0.241, -0.051, 0.349, 0.386, 0.265, 0.368],
  "gap_ev": 8.94,
  "smiles": "Oc1nnn2[nH]cnc12",
  "total_energy_ha": -465.04747,
  "e_above_lowest_ev": 1.447,
  "homo_ev": -8.2682,
  "e_lumo_ev": 0.7
}

7.
{
  "formula": "C6H7N2O2",
  "method": "ωB97M-V with the def2-TZVPD basis set",
  "symbols": ["O", "O", "N", "N", "C", "C", "C", "C", "C", "C", "H", "H", "H", "H", "H", "H", "H"],
  "positions_angstrom": [[-2.22, 2.22, 0.58], [1.31, -1.69, 0.95], [-1.75, -0.03, 0.16], [1.39, 0.50, 0.14], [3.45, 1.79, 0.15], [-2.05, 1.11, 0.96], [-2.94, -0.88, -0.02], [-0.67, -0.77, 0.35], [2.73, 0.67, 0.35], [0.79, -0.62, 0.56], [3.14, -0.25, 0.83], [-2.72, -1.76, -0.59], [-1.01, -1.88, 0.37], [2.93, 2.52, -0.40], [-3.54, -0.32, -0.78], [4.59, 1.88, 0.41], [-3.58, -1.20, 0.83]],
  "mulliken_charge": [-0.389, -0.742, 0.428, -0.647, -0.683, -0.293, -1.115, -0.014, -0.156, 0.405, 0.237, 0.495, 0.274, 0.342, 0.382, 0.196, 0.282],
  "total_charge": -1,
  "gap_ev": [6.31, 6.79],
  "total_energy_ha": -492.70874,
  "e_above_lowest_ev": 3.682,
  "homo_ev": [-3.2646, -3.4255],
  "e_lumo_ev": [3.0, 3.4]
}

8.
{
  "formula": "C26H29NO3",
  "method": "ωB97M-V with the def2-TZVPD basis set",
  "symbols": ["O", "O", "O", "N", "C", "C", "C", "C", "C", "C", "C", "C", "C", "C", "C", "C", "C", "C", "C", "C", "C", "C", "C", "C", "C", "C", "C", "C", "C", "C", "H", "H", "H", "H", "H", "H", "H", "H", "H", "H", "H", "H", "H", "H", "H", "H", "H", "H", "H", "H", "H", "H", "H", "H", "H", "H", "H", "H", "H"],
  "positions_angstrom": [[2.82, -2.87, 2.22], [-1.38, 3.29, 0.03], [0.07, -3.47, 1.61], [-1.64, 1.05, 0.05], [0.43, -0.23, 0.03], [0.75, -4.68, 1.85], [0.73, -2.34, 1.20], [-4.57, 1.58, 3.08], [-1.98, 2.30, 0.41], [-0.46, 0.72, -0.74], [2.55, -0.78, 1.01], [1.38, 2.45, -5.17], [-0.12, 3.30, -3.00], [1.65, 3.68, -4.59], [-5.16, 3.59, 1.92], [4.20, -2.60, 2.42], [2.07, -2.00, 1.48], [-3.18, 2.38, 1.29], [-5.43, 2.65, 2.90], [1.75, 0.09, 0.29], [-4.04, 3.47, 1.13], [0.37, 1.65, -4.67], [-3.45, 1.44, 2.27], [-0.05, -1.45, 0.48], [-0.39, 2.07, -3.58], [4.79, -3.79, 3.16], [0.90, 4.10, -3.50], [1.44, -5.23, 0.60], [-0.87, 0.12, -2.09], [-1.47, 1.17, -3.03], [2.44, 4.30, -4.98], [4.66, -4.70, 2.58], [1.10, 5.05, -3.04], [4.70, -2.47, 1.45], [-3.81, 4.20, 0.37], [2.16, 1.03, -0.05], [4.28, -3.92, 4.12], [2.24, -4.57, 0.29], [-2.19, 0.27, 0.38], [3.57, -0.50, 1.20], [-2.20, 1.76, -2.48], [1.86, -6.21, 0.81], [5.85, -3.63, 3.34], [4.32, -1.69, 3.01], [-4.77, 0.85, 3.85], [0.72, -5.32, -0.21], [-2.77, 0.62, 2.44], [-0.04, -5.36, 2.17], [-1.97, 0.67, -3.85], [-1.60, -0.68, -1.92], [-5.83, 4.43, 1.79], [-1.07, -1.75, 0.29], [-0.69, 3.64, -2.15], [0.07, 1.66, -0.91], [0.01, -0.33, -2.56], [-6.31, 2.74, 3.52], [1.96, 2.12, -6.02], [1.48, -4.57, 2.66], [0.16, 0.70, -5.13]],
  "mulliken_charge": [-0.313, -0.651, -0.527, 0.049, -0.045, -0.267, -0.303, -0.709, 0.450, 0.077, -0.787, -0.610, -0.059, -0.404, -0.569, -0.421, 0.997, 0.274, -0.395, -0.926, -0.504, -0.355, -0.257, -0.090, 0.474, -1.419, -0.805, -1.044, -1.030, -1.090, 0.385, 0.297, 0.416, 0.441, 0.424, 0.464, 0.316, 0.230, 0.343, 0.399, 0.370, 0.382, 0.443, 0.364, 0.399, 0.321, 0.558, 0.395, 0.481, 0.419, 0.384, 0.430, 0.314, 0.422, 0.500, 0.380, 0.374, 0.205, 0.401],
  "gap_ev": 8.93,
  "smiles": "CCOc1ccc([C@@H](CCc2ccccc2)NC(=O)c2ccccc2)cc1OCC",
  "total_energy_ha": -1288.64331,
  "e_above_lowest_ev": 0.060,
  "homo_ev": -8.1902,
  "e_lumo_ev": 0.7
}